Entry from the OMol25 dataset: the ion C3H6NOS with charge +1 in a non-equilibrium geometry (ωB97M-V with the def2-TZVPD basis set).

- E_LUMO: -3.4 eV
- Energy above the lowest of the compared OMol25 structures with the same formula, charge and spin: 0.394 eV
- Orbital gap: 10.32 eV
- Strongest force on any atom: 2.0 eV/Å
- Charge: +1

Element x y z (Å)
O  2.11679  0.49776  0.15041
C  0.90332  0.86201  -0.16935
N  0.04614  -0.56813  -0.82563
C  -1.14534  -0.75430  -0.03872
C  -1.37267  0.12274  0.92811
S  -0.21620  1.39942  1.17573
H  2.22031  0.15009  1.05319
H  0.89867  1.53859  -1.02506
H  0.69657  -1.36060  -0.76311
H  -0.15350  -0.39302  -1.81462
H  -1.77330  -1.60258  -0.25836
H  -2.22079  0.10801  1.58742

---

Entry from the OMol25 dataset: the molecule C3H4N2O (ωB97M-V with the def2-TZVPD basis set).

- E_LUMO: 0.8 eV
- Energy above the lowest of the compared OMol25 structures with the same formula, charge and spin: 1.965 eV
- Orbital gap: 11.22 eV
- Strongest force on any atom: 0.9 eV/Å

Element x y z (Å)
H  1.62741  0.07845  1.89717
N  1.22235  0.37029  1.01148
C  1.12347  -0.60055  0.22363
O  0.46215  -0.51037  -0.96653
C  -0.78047  0.20437  -1.03029
C  -1.27224  0.62483  0.29263
N  -1.65295  0.89724  1.34657
H  1.47306  -1.63171  0.37752
H  -1.50082  -0.50865  -1.45608
H  -0.70195  1.07612  -1.69610

---

Entry from the OMol25 dataset: a structure of composition C31H25N5O2Re in a non-equilibrium geometry (ωB97M-V with the def2-TZVPD basis set).

- E_LUMO (spin up / spin down): -6.3 / -7.6 eV
- Energy above the lowest of the compared OMol25 structures with the same formula, charge and spin: 0.909 eV
- 2S+1: 4
- Orbital gap (spin up / spin down): 6.80 / 5.93 eV
- Strongest force on any atom: 1.1 eV/Å
- Charge: +2

Element x y z (Å)
Re  0.67381  0.56864  0.07618
C  0.21040  -1.23556  3.07418
C  -0.42028  0.11865  3.02959
C  -1.36620  0.47084  3.99300
C  -1.92642  1.72510  4.00177
C  -1.49454  2.66565  3.07092
C  -0.56122  2.29134  2.14542
N  -0.05733  1.01146  2.08445
C  0.06246  3.24801  1.20316
C  0.01752  4.62608  1.23693
C  0.84587  5.32802  0.36714
C  1.74825  4.66309  -0.45656
C  1.74284  3.28384  -0.44112
N  0.85804  2.63489  0.32225
C  2.71791  2.36001  -1.06328
C  3.65300  2.76996  -1.97052
C  4.61050  1.85676  -2.40334
C  4.61872  0.59412  -1.86281
C  3.64471  0.20442  -0.94395
C  3.70000  -1.16122  -0.34060
N  2.67112  1.06788  -0.58526
H  0.25772  -1.57784  4.10653
H  -0.38151  -1.95326  2.50430
H  1.21208  -1.22384  2.65388
H  -1.64349  -0.26512  4.73536
H  -2.67224  1.98977  4.74046
H  -1.88089  3.67485  3.08170
H  -0.61344  5.15062  1.94011
H  0.82991  6.41031  0.37437
H  2.45304  5.21532  -1.06148
H  3.64901  3.78610  -2.33826
H  5.35359  2.14803  -3.13462
H  5.38043  -0.12190  -2.13962
H  4.73465  -1.49676  -0.30043
H  3.28006  -1.17267  0.66193
H  3.13260  -1.86716  -0.94774
O  0.42556  0.66937  -1.95055
N  -0.79554  0.66114  -2.40370
N  -1.65622  0.62460  -1.50802
O  -1.33328  0.62564  -0.21266
C  -3.07593  0.59702  -1.83062
C  -3.47207  0.55945  -3.15825
C  -4.82656  0.52773  -3.43434
C  -5.75791  0.53179  -2.40236
C  -5.33406  0.56891  -1.08315
C  -3.97933  0.60149  -0.78423
H  -2.74213  0.55072  -3.95539
H  -5.15517  0.49594  -4.46408
H  -6.81511  0.50212  -2.62981
H  -6.05694  0.56941  -0.27819
H  -3.63485  0.62364  0.23828
C  0.63867  -1.41547  0.00355
C  0.55691  -2.64313  0.00478
C  0.46477  -4.06567  0.00977
C  -0.73741  -4.68330  0.36768
C  -0.81860  -6.06348  0.40198
C  0.29006  -6.83292  0.07357
C  1.48293  -6.22483  -0.29805
C  1.57551  -4.84555  -0.32818
H  -1.60009  -4.07490  0.61021
H  -1.74837  -6.54181  0.67889
H  0.22379  -7.91257  0.10440
H  2.33967  -6.82845  -0.56557
H  2.50101  -4.36535  -0.62002

---

Repeat the third record exactly.
Entry from the OMol25 dataset: a structure of composition C31H25N5O2Re in a non-equilibrium geometry (ωB97M-V with the def2-TZVPD basis set).

- E_LUMO (spin up / spin down): -6.3 / -7.6 eV
- Energy above the lowest of the compared OMol25 structures with the same formula, charge and spin: 0.909 eV
- 2S+1: 4
- Orbital gap (spin up / spin down): 6.80 / 5.93 eV
- Strongest force on any atom: 1.1 eV/Å
- Charge: +2

Element x y z (Å)
Re  0.67381  0.56864  0.07618
C  0.21040  -1.23556  3.07418
C  -0.42028  0.11865  3.02959
C  -1.36620  0.47084  3.99300
C  -1.92642  1.72510  4.00177
C  -1.49454  2.66565  3.07092
C  -0.56122  2.29134  2.14542
N  -0.05733  1.01146  2.08445
C  0.06246  3.24801  1.20316
C  0.01752  4.62608  1.23693
C  0.84587  5.32802  0.36714
C  1.74825  4.66309  -0.45656
C  1.74284  3.28384  -0.44112
N  0.85804  2.63489  0.32225
C  2.71791  2.36001  -1.06328
C  3.65300  2.76996  -1.97052
C  4.61050  1.85676  -2.40334
C  4.61872  0.59412  -1.86281
C  3.64471  0.20442  -0.94395
C  3.70000  -1.16122  -0.34060
N  2.67112  1.06788  -0.58526
H  0.25772  -1.57784  4.10653
H  -0.38151  -1.95326  2.50430
H  1.21208  -1.22384  2.65388
H  -1.64349  -0.26512  4.73536
H  -2.67224  1.98977  4.74046
H  -1.88089  3.67485  3.08170
H  -0.61344  5.15062  1.94011
H  0.82991  6.41031  0.37437
H  2.45304  5.21532  -1.06148
H  3.64901  3.78610  -2.33826
H  5.35359  2.14803  -3.13462
H  5.38043  -0.12190  -2.13962
H  4.73465  -1.49676  -0.30043
H  3.28006  -1.17267  0.66193
H  3.13260  -1.86716  -0.94774
O  0.42556  0.66937  -1.95055
N  -0.79554  0.66114  -2.40370
N  -1.65622  0.62460  -1.50802
O  -1.33328  0.62564  -0.21266
C  -3.07593  0.59702  -1.83062
C  -3.47207  0.55945  -3.15825
C  -4.82656  0.52773  -3.43434
C  -5.75791  0.53179  -2.40236
C  -5.33406  0.56891  -1.08315
C  -3.97933  0.60149  -0.78423
H  -2.74213  0.55072  -3.95539
H  -5.15517  0.49594  -4.46408
H  -6.81511  0.50212  -2.62981
H  -6.05694  0.56941  -0.27819
H  -3.63485  0.62364  0.23828
C  0.63867  -1.41547  0.00355
C  0.55691  -2.64313  0.00478
C  0.46477  -4.06567  0.00977
C  -0.73741  -4.68330  0.36768
C  -0.81860  -6.06348  0.40198
C  0.29006  -6.83292  0.07357
C  1.48293  -6.22483  -0.29805
C  1.57551  -4.84555  -0.32818
H  -1.60009  -4.07490  0.61021
H  -1.74837  -6.54181  0.67889
H  0.22379  -7.91257  0.10440
H  2.33967  -6.82845  -0.56557
H  2.50101  -4.36535  -0.62002

---

Which value of energy above the lowest of the compared OMol25 structures with the same formula, charge and spin does entry 2 give?
1.965 eV